No. 1
Here is an isolated molecule of C4H8O2S from the OMol25 dataset. Energies are from ωB97M-V with the def2-TZVPD basis set.

Element x y z (Å)
H 2.7336 1.0642 -0.3425
H -1.5858 -1.8859 0.7809
H -0.5527 -1.5851 -0.6526
O 2.5957 -0.9636 -0.2254
S -2.3912 0.0078 -0.3836
H -1.6754 1.1480 -0.6936
H 1.7456 0.3834 -1.5668
H -0.4337 -0.0099 1.8994
H 0.7840 -1.2308 1.1889
C 1.9609 0.2448 -0.4952
O 0.4617 1.8393 0.2457
C -1.0624 -1.0720 0.1812
C 0.0266 -0.4171 1.0363
H 2.4698 -1.5738 -0.9685
C 0.7941 0.6707 0.3327

HOMO level in eV: -9.16
Molar mass in g mol⁻¹: 120.17
SMILES string: O=C(CO)CCS
Relative energy (zero: lowest compared OMol25 entry of this formula, charge and spin) in kJ/mol: 129.7
LUMO in eV: 0.46
DFT total energy in Ha: -705.8462



No. 2
Here is a structure of composition C10H6CuFIN2O4 from the OMol25 dataset. Energies are from ωB97M-V with the def2-TZVPD basis set.

Element x y z (Å)
O 1.8733 3.3768 0.7335
C -3.5513 -1.1054 0.1871
H 2.4132 -1.1765 -1.7421
H 1.0139 -1.8472 -0.9358
N -2.3368 -0.4900 -0.3083
C 1.3781 0.1682 -0.4136
C 1.9941 1.0434 0.3560
C 2.7360 -1.8076 0.3222
C -0.2024 2.1900 0.8457
C 1.8959 -1.2007 -0.7901
C -0.7935 1.3232 0.0374
Cu -0.9602 -1.4401 -1.6517
O -0.3643 0.2238 -2.0236
H 3.6877 -2.2507 0.0598
H 1.4717 -1.4493 1.6584
H 2.9679 0.8352 0.7615
O -3.1723 1.6470 0.0827
F -4.5295 -1.0797 -0.6708
H -2.2221 -0.6005 -1.3335
C 1.2971 2.3337 0.6614
C -2.2227 0.9363 -0.0129
C 0.0431 0.5578 -0.9189
I -1.2109 3.2940 2.2977
O -3.5990 -1.6043 1.2699
N 2.3930 -1.8776 1.5282

HOMO level in eV: -13.33
Molar mass in g mol⁻¹: 427.62
LUMO in eV: -6.02
Net charge: +1
DFT total energy in Ha: -2832.7772



No. 3
Here is a structure of composition C3H4S2 from the OMol25 dataset. Energies are from ωB97M-V with the def2-TZVPD basis set.

Element x y z (Å)
H -0.8795 0.0851 1.8259
H 0.7398 0.6752 -2.2364
S -1.0102 1.1759 -0.4101
C 0.5397 -0.6956 0.3557
C -0.7960 -0.1276 0.7792
H 0.7084 -1.7059 0.2175
H -1.6319 -0.7124 0.5223
C 0.5140 0.6901 -1.1149
S 1.8157 0.6152 0.0607

HOMO level in eV: -7.99
Molar mass in g mol⁻¹: 104.20
Relative energy (zero: lowest compared OMol25 entry of this formula, charge and spin) in kJ/mol: 262.6
LUMO in eV: 0.15
DFT total energy in Ha: -912.9605



Question: Which value of molar mass does entry 2 give?
Answer: 427.62 g mol⁻¹



Question: What is the formula in the first record?
Answer: C4H8O2S



Question: Which of these has the lowest HOMO level?
Answer: C10H6CuFIN2O4